Formula: C28H78O23S6
Source: the OMol25 dataset
Level of theory: ωB97M-V/def2-TZVPD

Each line ends with the Löwdin charge.
Cartesian coordinates (Å):
C: 10.5413 11.9807 -28.0566  -0.0722
C: 9.0560 11.6479 -27.8655  -0.3137
O: 8.8902 11.2258 -26.5135  -0.1002
H: 11.1255 11.0638 -27.9791  0.0796
H: 10.8678 12.7346 -27.3402  0.0445
H: 10.6707 12.5661 -28.9669  0.0796
H: 8.7313 10.8729 -28.5598  0.1081
H: 8.4291 12.5328 -27.9751  0.1059
H: 9.3515 10.3839 -26.5192  0.0751
C: 9.5632 8.8105 -22.4560  -0.0943
C: 10.9449 8.6726 -21.8766  -0.3358
O: 11.0209 7.6439 -20.9354  -0.0675
H: 9.2915 7.9196 -23.0223  0.0605
H: 9.3821 9.6104 -23.1740  0.0741
H: 8.8037 9.0573 -21.7142  0.0626
H: 11.2113 9.6539 -21.4839  0.1123
H: 11.6870 8.4248 -22.6355  0.1075
H: 10.4721 6.8889 -21.1601  0.0807
C: 7.9049 12.1668 -20.1970  -0.0467
C: 8.7931 12.8031 -19.0261  -0.3086
O: 9.8503 13.5741 -19.5283  -0.0843
H: 7.1862 11.4923 -19.7316  0.0495
H: 8.4837 11.4793 -20.8138  0.0560
H: 7.4429 12.9347 -20.8175  0.0621
H: 9.1491 12.0202 -18.3564  0.0974
H: 8.2933 13.4515 -18.3065  0.0976
H: 10.3142 13.9955 -18.8011  0.0811
C: 6.8224 7.3955 -26.8001  -0.0725
C: 7.0637 6.7497 -25.4903  -0.3374
O: 7.3554 5.3613 -25.5572  -0.0569
H: 6.0512 8.1617 -26.7205  0.0600
H: 6.7372 6.7084 -27.6420  0.0765
H: 7.7193 7.9594 -27.0562  0.0636
H: 6.1886 6.9220 -24.8638  0.0721
H: 7.8819 7.2796 -25.0028  0.0971
H: 7.4358 5.0356 -24.6577  0.0697
C: 5.3420 11.3470 -28.5143  -0.0779
C: 4.5071 10.1036 -28.5846  -0.3585
O: 3.3370 10.4135 -29.2469  -0.0621
H: 5.4410 11.8086 -29.4968  0.0852
H: 6.2863 11.3010 -27.9718  0.0517
H: 4.7510 12.0780 -27.9624  0.0738
H: 4.4044 9.7454 -27.5603  0.1128
H: 4.9809 9.4498 -29.3168  0.1113
H: 2.6086 9.9155 -28.8687  0.0831
O: 5.6810 9.4062 -24.2088  -0.3009
S: 5.5275 10.3043 -23.0634  0.6860
O: 6.1001 9.9814 -21.7283  -0.3177
O: 5.9971 11.8254 -23.4724  -0.2546
C: 5.7116 12.2056 -24.7916  -0.2959
C: 6.1470 13.6236 -24.9545  -0.0488
C: 3.7318 10.6227 -22.7941  -0.0751
H: 4.6369 12.1702 -24.9700  0.1051
H: 6.1914 11.5099 -25.4800  0.1015
H: 7.0500 13.9769 -24.4567  0.0860
H: 5.3045 14.2230 -24.6093  0.0498
H: 6.1766 14.0215 -25.9688  0.0830
H: 3.3566 9.7474 -22.2639  0.0679
H: 3.2211 10.9035 -23.7152  0.0632
H: 3.8375 11.5010 -22.1572  0.0328
O: 1.3577 3.7641 -22.0985  -0.3025
S: 2.8344 3.6734 -22.0187  0.6708
O: 3.5769 2.6897 -22.7747  -0.2973
O: 3.5086 5.1753 -22.1889  -0.2945
C: 4.9332 5.2420 -22.4036  -0.2599
C: 5.4528 6.5052 -21.7341  -0.0523
C: 3.3510 3.2599 -20.2791  -0.0966
H: 5.1560 5.1714 -23.4682  0.1140
H: 5.3868 4.4654 -21.7879  0.1000
H: 6.4263 6.8192 -22.1107  0.0804
H: 5.4168 6.4539 -20.6460  0.0852
H: 4.7474 7.3071 -21.9520  0.0596
H: 2.8726 2.3092 -20.0439  0.0675
H: 2.8329 3.9461 -19.6091  0.0637
H: 4.4407 3.2843 -20.2942  0.0558
O: 10.5570 15.4814 -27.4230  -0.3293
S: 10.4425 15.8815 -25.9935  0.7492
O: 11.4364 16.7362 -25.2862  -0.3131
O: 8.8674 16.4038 -25.6332  -0.2936
C: 8.0581 16.7167 -26.7240  -0.3089
C: 6.7867 17.2270 -26.0418  -0.0573
C: 10.2481 14.2870 -25.0232  -0.0901
H: 7.7186 15.9251 -27.3919  0.1196
H: 8.6297 17.5232 -27.1834  0.1223
H: 6.2521 16.4171 -25.5455  0.0564
H: 6.1195 17.6755 -26.7779  0.0840
H: 7.0730 17.9422 -25.2707  0.0826
H: 9.6666 13.5612 -25.5916  0.0374
H: 9.7472 14.6853 -24.1409  0.0575
H: 11.2368 13.8773 -24.8166  0.0699
O: 4.6186 5.3537 -28.3406  -0.3029
S: 3.1852 5.5833 -28.1453  0.6921
O: 2.2468 4.4280 -28.0479  -0.3177
O: 2.9510 6.6142 -26.8852  -0.2821
C: 2.3861 6.1202 -25.7074  -0.2623
C: 2.7473 7.2304 -24.6411  -0.0466
C: 2.5873 6.6831 -29.5441  -0.0741
H: 2.8976 5.2258 -25.3517  0.1178
H: 1.3013 6.0150 -25.7210  0.1255
H: 2.2017 8.1417 -24.8859  0.0747
H: 3.8144 7.4337 -24.7307  0.0544
H: 2.4926 6.8792 -23.6411  0.0634
H: 2.5766 5.9584 -30.3583  0.0671
H: 3.3877 7.4159 -29.6460  0.0468
H: 1.6446 7.0510 -29.1390  0.0653
O: 0.1166 13.5669 -20.7378  -0.3077
S: 0.4429 12.7509 -19.5429  0.7102
O: -0.4280 11.6449 -19.1593  -0.2944
O: 2.0028 12.1883 -19.7933  -0.3041
C: 2.5676 11.2102 -19.0094  -0.2733
C: 4.0636 10.8817 -19.4393  -0.0329
C: 0.6552 13.7534 -17.9942  -0.0971
H: 1.9408 10.3280 -19.1398  0.1163
H: 2.4878 11.5516 -17.9774  0.1089
H: 4.6170 11.7259 -19.8506  0.0566
H: 4.0016 10.0151 -20.0975  0.0523
H: 4.6473 10.6231 -18.5558  0.0795
H: -0.2984 14.2733 -17.9023  0.0652
H: 1.4865 14.4578 -18.0186  0.0721
H: 0.6550 13.0743 -17.1415  0.0648
O: 2.9452 15.0329 -25.5469  -0.3102
S: 2.1068 14.1128 -24.7601  0.6769
O: 1.7158 12.8120 -25.2931  -0.2958
O: 2.8570 13.7881 -23.3404  -0.2852
C: 3.2637 14.7758 -22.4030  -0.2723
C: 4.2291 14.2072 -21.3677  -0.0417
C: 0.5898 15.0454 -24.1266  -0.0813
H: 2.3711 15.1250 -21.8840  0.1032
H: 3.6128 15.6927 -22.8780  0.1205
H: 4.6313 14.9467 -20.6752  0.0924
H: 5.0876 13.6867 -21.7920  0.0648
H: 3.6236 13.4863 -20.8184  0.0434
H: 0.0684 14.4127 -23.4083  0.0520
H: -0.1630 15.2453 -24.8891  0.0688
H: 0.8846 15.9371 -23.5736  0.0617

Values from the calculation:
- Lowest unoccupied orbital energy: -0.05 eV
- HOMO-LUMO gap: 9.82 eV
- Maximum force: 0.0816 hartree/bohr